Entry 1:
This record from the Open Molecules 2025 dataset describes a molecular structure, CH7B4F6NO4P. The level of theory is ωB97M-V with the def2-TZVPD basis set.

```
! wB97M-V def2-TZVPD RIJCOSX def2/J DEFGRID3
* xyz -1 1
C 2.32561 -0.65847 -0.90032
B 0.81184 -0.98598 -1.14968
O 0.41919 -2.21067 -1.69267
B -0.41189 0.10950 -0.75443
O -0.65244 1.30252 -1.46627
B -1.93639 1.24913 -1.95570
O -2.98384 0.81031 -1.17227
B -2.54280 -0.31648 -0.46990
N -3.21882 -1.58652 -0.50717
O -1.35252 -0.16654 0.22878
H 2.65844 0.08452 -1.61807
H 2.92883 -1.55573 -0.98158
H 2.41286 -0.23116 0.09352
H 0.93116 -2.39498 -2.49283
H -2.11991 1.52687 -3.10084
H -2.55050 -2.27352 -0.17362
H -3.38455 -1.83043 -1.47921
F 1.03223 0.91373 4.39757
P 1.23304 1.30495 2.80249
F 0.96143 -0.30635 2.51152
F 1.03215 2.43014 1.59940
F 2.62075 0.89667 1.97534
F 2.20033 2.44707 3.51011
F -0.41422 1.44140 2.79583
*
```

The value obtained for the energy is -1438.53381 Ha. The value obtained for the HOMO energy is -6.97 eV. As for the HOMO-LUMO gap: 0.341 hartree.

Entry 2:
This record from the Open Molecules 2025 dataset describes a molecular structure, C11H21ClF3LuO4P2. The level of theory is ωB97M-V with the def2-TZVPD basis set.

```
! wB97M-V def2-TZVPD RIJCOSX def2/J DEFGRID3
* xyz 2 1
C -1.66749 -1.20422 -4.39429
C -1.49400 -0.83626 -2.96427
H -2.59455 -0.72184 -4.71132
H -1.81128 -2.30310 -4.42708
H -0.79889 -0.96137 -5.01893
O -2.10101 -0.01478 -2.30122
Cl -0.19878 -1.85545 -2.31589
Lu 1.20365 -0.40600 1.22394
P -1.35114 -1.44264 1.52330
C -2.77717 -0.52205 2.21740
C -2.27477 -2.52038 0.40015
H -2.90177 -3.19544 0.98973
H -1.69690 -3.18236 3.13338
H -1.58953 -3.09576 -0.22407
H -0.00256 -3.16989 2.57049
H -3.32760 -0.02776 1.39984
H -2.91133 -1.91260 -0.25118
C -0.84720 -2.54243 2.88387
H -3.46097 -1.21433 2.74138
H -0.54467 -1.96673 3.76631
H -2.42432 0.25149 2.91554
P 1.67455 1.42448 -0.80459
C 1.26470 3.20275 -0.78298
C 3.47230 1.42400 -0.47883
H 1.79740 0.13461 -2.84038
H 2.29322 1.83818 -3.12764
H 0.56446 1.41753 -2.96035
C 1.57922 1.18194 -2.60935
H 3.88735 0.42146 -0.64112
H 3.95273 2.12958 -1.16654
H 1.96905 3.76646 -1.41496
H 1.29897 3.60212 0.23737
H 3.69130 1.71233 0.55806
H 0.24618 3.36806 -1.16043
C -0.56465 0.99264 0.61277
O -1.45097 1.72989 0.43558
F 2.64521 -0.02240 5.75858
C 3.03944 0.82450 4.77402
F 2.60669 2.06335 5.09777
F 4.38556 0.84827 4.67744
C 2.40612 0.31923 3.41772
O 1.14060 0.52717 3.21555
O 3.10853 -0.24718 2.53046
*
```

The value obtained for the energy is -3410.24487 Ha. The value obtained for the HOMO energy is -16.59 eV. As for the HOMO-LUMO gap: 0.308 hartree.

Entry 3:
This record from the Open Molecules 2025 dataset describes a single C20H23NO5S molecule. The level of theory is ωB97M-V with the def2-TZVPD basis set.

```
! wB97M-V def2-TZVPD RIJCOSX def2/J DEFGRID3
* xyz 0 1
C -3.79584 -4.05817 -1.31121
C -4.30726 -2.65849 -0.98207
O -3.83546 -2.18449 0.26309
C -2.57571 -1.68568 0.36709
C -1.66273 -1.54790 -0.67287
C -0.43117 -0.96045 -0.44230
C -0.08006 -0.48470 0.81143
C 1.21962 0.24625 1.05177
N 1.59781 1.11315 -0.05260
C 0.72098 1.97079 -0.65617
O 1.03411 2.61936 -1.64039
C -0.62428 2.02318 -0.05158
C -1.72299 2.03450 -0.81547
C -3.05505 1.92506 -0.29901
C -4.25602 1.79851 -0.95909
C -5.24075 1.62642 0.03489
C -4.57642 1.65876 1.22472
O -3.26387 1.83921 1.03662
C 2.94600 1.03197 -0.57956
C 3.97418 1.50861 0.48264
C 5.27859 0.77009 0.29668
S 4.64840 -0.91340 0.03676
O 4.08649 -1.40336 1.26755
O 5.58538 -1.75762 -0.64823
C 3.30684 -0.37321 -1.06392
C -0.98163 -0.66419 1.85620
C -2.20545 -1.25702 1.64316
H -4.08286 -4.74867 -0.52229
H -4.22730 -4.39478 -2.24989
H -2.71207 -4.06777 -1.39604
H -5.39490 -2.68018 -0.86810
H -4.05976 -1.95030 -1.78238
H -1.89732 -1.87660 -1.67268
H 0.24455 -0.83772 -1.27645
H 1.12547 0.83362 1.97479
H 2.02686 -0.47719 1.20830
H -0.70729 2.02546 1.02335
H -1.63133 2.04578 -1.89201
H -4.40464 1.82776 -2.01923
H -6.29310 1.49511 -0.11174
H -4.91986 1.56861 2.23635
H 2.95282 1.72593 -1.42880
H 3.59112 1.26987 1.47587
H 4.09661 2.58961 0.41440
H 5.92670 0.80532 1.16480
H 5.81800 1.05429 -0.60138
H 3.71526 -0.38040 -2.06909
H 2.48244 -1.07491 -0.99465
H -0.72608 -0.31953 2.84767
H -2.91235 -1.38052 2.44802
*
```

The value obtained for the energy is -1605.01821 Ha. The value obtained for the HOMO energy is -7.94 eV. As for the structure (SMILES): CCOc1ccc(CN(C(=O)/C=C/c2ccco2)[C@H]2CCS(=O)(=O)C2)cc1. As for the HOMO-LUMO gap: 0.304 hartree.

Entry 4:
This record from the Open Molecules 2025 dataset describes a molecular structure, C39H47Br2N7O4SSi2. The level of theory is ωB97M-V with the def2-TZVPD basis set.

```
! wB97M-V def2-TZVPD RIJCOSX def2/J DEFGRID3
* xyz 0 1
C -2.92272 -2.03608 -0.49984
C -1.49452 -2.73834 -0.33526
Br -1.34767 -4.42278 0.74007
C -0.34354 -2.20033 -0.96700
Br 1.37157 -3.20824 -0.71204
Si -0.26647 -0.62355 -2.05108
C -1.28166 0.85780 -1.39365
O 1.40982 -0.29332 -2.34871
Si 1.68870 1.26518 -3.04482
C 3.59666 1.57738 -2.93267
O 3.82363 2.80784 -2.19813
C 4.07140 2.54967 -0.79352
O 3.96218 3.72732 0.02493
C 2.71033 3.76279 0.75069
C 2.62735 2.72792 1.98617
O 1.22702 2.29017 2.06694
N 1.01449 1.48660 -4.69251
C 0.73642 2.75364 -4.78856
S 0.50598 4.41023 -4.76784
H -3.70357 -2.80429 -0.12680
H -3.15201 -1.67058 -1.55707
H -2.95711 -1.18771 0.28728
H -0.84992 -0.99601 -3.36275
H -2.04190 0.57071 -0.56914
H -1.93547 1.23240 -2.27415
H -0.66611 1.71653 -0.96095
H 1.05237 2.30350 -2.19948
H 4.08208 1.60669 -3.96436
H 4.05614 0.70708 -2.31890
H 3.46377 1.66474 -0.37559
H 5.18032 2.21699 -0.72468
H 2.61231 4.81906 1.19869
H 1.78766 3.60357 0.08918
H 3.28505 1.80094 1.84146
H 2.87146 3.23961 2.97608
H 1.20270 1.30712 2.09232
N -1.86282 -7.86024 -2.03352
C -2.47449 -9.01760 -2.33569
C -3.26418 -9.72784 -1.44575
C -3.43169 -9.21820 -0.16597
C -2.81031 -8.02524 0.17425
C -2.04357 -7.38881 -0.78846
H -2.31072 -9.37655 -3.34694
H -3.73600 -10.65572 -1.74515
H -4.04165 -9.74582 0.55975
H -2.91954 -7.59928 1.16410
H -1.53996 -6.45065 -0.57287
N 1.15441 5.06874 6.58280
C 1.40667 6.38879 6.57852
C 1.43592 7.16420 5.43030
C 1.19504 6.54378 4.21283
C 0.93359 5.18088 4.18816
C 0.92298 4.49399 5.39133
H 1.59189 6.82782 7.55336
H 1.64223 8.22588 5.48684
H 1.21060 7.11672 3.29169
H 0.74168 4.66421 3.25547
H 0.71992 3.42808 5.42386
N -1.95595 -4.20046 -6.00948
C -3.09694 -4.58235 -6.60574
C -3.96313 -5.52765 -6.08003
C -3.63293 -6.11882 -4.86846
C -2.45879 -5.74470 -4.23091
C -1.66130 -4.78690 -4.83751
H -3.30973 -4.09450 -7.55160
H -4.87231 -5.79524 -6.60434
H -4.28490 -6.86424 -4.42501
H -2.17034 -6.18627 -3.28499
H -0.73495 -4.45827 -4.37650
N 2.05831 9.05609 8.77856
C 1.22615 9.92387 9.37680
C 1.65092 11.03481 10.08737
C 3.01512 11.26467 10.19195
C 3.89785 10.38291 9.58504
C 3.37313 9.30297 8.89382
H 0.16977 9.69973 9.26954
H 0.93373 11.70296 10.54760
H 3.38698 12.12296 10.74101
H 4.96869 10.53146 9.64692
H 4.02262 8.58749 8.39919
N -4.68363 -12.69126 1.29206
C -5.05197 -13.27098 2.44594
C -4.16048 -13.83280 3.34558
C -2.80813 -13.79930 3.03710
C -2.39978 -13.20796 1.85019
C -3.36926 -12.67092 1.01884
H -6.11950 -13.27523 2.64076
H -4.51424 -14.28529 4.26358
H -2.07927 -14.22968 3.71528
H -1.35267 -13.16460 1.57752
H -3.09995 -12.19473 0.08162
N 3.26272 8.95703 -8.22217
C 2.12190 8.56486 -8.81198
C 1.25060 7.63644 -8.26531
C 1.57543 7.07496 -7.03900
C 2.74920 7.46049 -6.40792
C 3.55199 8.39937 -7.03560
H 1.91371 9.02972 -9.77023
H 0.34188 7.35918 -8.78504
H 0.91966 6.34368 -6.57898
H 3.03370 7.04192 -5.45032
H 4.47815 8.73582 -6.58056
*
```

The value obtained for the energy is -8323.68181 Ha. The value obtained for the HOMO energy is -9.32 eV. As for the HOMO-LUMO gap: 0.334 hartree.